Entry 1:
3 unconnected molecules or ions with the total composition C32H64Br4N4O in a non-equilibrium geometry, computed with wB97M-V/def2-TZVPD.

CARTESIAN COORDINATES (ANGSTROEM)
C1 0.693 2.019 0.960
C2 1.411 3.372 1.445
C3 2.098 4.230 0.269
C4 3.592 4.628 0.709
C5 4.746 3.675 0.138
C6 4.635 2.142 0.578
C7 3.797 1.215 -0.418
C8 4.656 0.474 -1.546
C9 4.226 -1.036 -1.842
C10 2.651 -1.288 -1.946
C11 2.229 -2.685 -1.227
C12 2.701 -2.940 0.274
C13 2.206 -1.846 1.340
C14 3.416 -1.488 2.328
C15 3.629 -2.540 3.524
N1 2.940 -3.859 3.301
C16 3.626 -4.955 4.040
N2 4.523 -5.691 3.440
N3 3.240 -5.208 5.440
N4 3.097 -3.660 -1.996
C17 2.506 -5.012 -1.922
O1 3.040 -6.131 -1.914
C18 0.925 -4.685 -1.833
C19 0.711 -3.098 -1.630
C20 -0.467 -2.641 -0.659
C21 -0.818 -1.064 -0.806
C22 -2.388 -0.764 -0.615
C23 -2.984 -1.386 0.741
C24 -4.480 -0.825 0.934
C25 -5.450 -1.207 -0.300
C26 -6.898 -0.510 -0.134
C27 -7.489 -0.791 1.345
C28 -9.073 -0.501 1.378
H1 -0.416 2.250 0.785
H2 0.757 1.275 1.829
H3 1.090 1.601 -0.022
H4 0.599 4.013 1.941
H5 2.141 3.093 2.289
H6 1.508 5.215 0.213
H7 2.023 3.755 -0.762
H8 3.793 5.672 0.264
H9 3.590 4.733 1.844
H10 5.744 4.062 0.569
H11 4.845 3.803 -1.002
H12 4.116 2.091 1.606
H13 5.662 1.672 0.715
H14 3.182 0.452 0.172
H15 3.029 1.868 -0.971
H16 4.732 1.109 -2.504
H17 5.739 0.429 -1.150
H18 4.737 -1.767 -1.119
H19 4.667 -1.300 -2.874
H20 2.311 -1.370 -3.039
H21 1.998 -0.490 -1.466
H22 2.246 -3.945 0.602
H23 3.834 -3.048 0.391
H24 1.373 -2.313 1.975
H25 1.734 -0.924 0.845
H26 3.272 -0.452 2.798
H27 4.398 -1.442 1.732
H28 3.213 -2.109 4.511
H29 4.743 -2.759 3.672
H30 1.981 -3.820 3.687
H31 4.597 -5.343 2.462
H32 2.423 -5.847 5.421
H33 2.880 -4.332 5.862
H34 3.156 -3.431 -2.998
H35 0.299 -5.059 -2.702
H36 0.677 -5.091 -0.786
H37 0.607 -2.678 -2.699
H38 -1.386 -3.272 -0.936
H39 -0.138 -2.894 0.406
H40 -0.570 -0.770 -1.887
H41 -0.165 -0.416 -0.137
H42 -2.936 -1.268 -1.477
H43 -2.553 0.361 -0.566
H44 -2.381 -1.101 1.673
H45 -3.026 -2.525 0.631
H46 -4.873 -1.317 1.899
H47 -4.483 0.317 1.039
H48 -5.540 -2.353 -0.278
H49 -5.023 -0.878 -1.308
H50 -7.634 -0.831 -0.956
H51 -6.731 0.616 -0.273
H52 -7.231 -1.880 1.589
H53 -6.938 -0.115 2.096
H54 -9.457 -0.758 2.425
H55 -9.553 -1.156 0.566
H56 -9.221 0.610 1.141
Br1 -3.931 3.302 -0.023
C29 -4.672 3.850 -1.741
C30 -5.602 2.799 -2.293
Br2 -4.606 1.304 -3.047
H57 -3.830 4.068 -2.396
H58 -5.214 4.774 -1.535
H59 -6.186 3.199 -3.124
H60 -6.279 2.387 -1.545
Br3 -3.074 6.991 -3.292
C31 -1.155 6.799 -3.014
C32 -0.671 5.441 -3.457
Br4 -1.131 4.066 -2.154
H61 -0.964 7.002 -1.961
H62 -0.700 7.585 -3.619
H63 0.419 5.422 -3.517
H64 -1.087 5.125 -4.413

HOMO (eV): -9.155
SMILES: [H]/N=C(/N)NCCCC[C@@]1(CCCCCCCCCC)NC(=O)C[C@H]1CCCCCCCCC.BrCCBr.BrCCBr
Total energy (hartree): -11847.802242
Largest force on an atom (Eh/bohr): 0.0811
HOMO-LUMO gap (eV): 9.344

Entry 2:
A molecular structure, C5H10 in a non-equilibrium geometry, computed with wB97M-V/def2-TZVPD.

CARTESIAN COORDINATES (ANGSTROEM)
C1 2.026 -0.178 0.000
C2 0.632 -0.649 0.086
C3 -0.441 0.078 0.050
C4 -0.487 1.533 0.010
C5 -1.673 -0.848 0.002
H1 2.458 0.128 1.172
H2 2.626 -1.345 -0.586
H3 1.943 0.897 -0.772
H4 0.398 -1.768 0.065
H5 -1.552 1.968 0.185
H6 0.117 1.816 0.800
H7 -0.115 1.894 -0.975
H8 -2.728 -0.359 -0.104
H9 -1.544 -1.691 -0.841
H10 -1.660 -1.475 0.909

HOMO (eV): -8.690
Total energy (hartree): -196.360809
Largest force on an atom (Eh/bohr): 0.0945
Energy above the lowest of the compared OMol25 structures with the same formula, charge and spin (kcal per mole): 92.6
HOMO-LUMO gap (eV): 9.588

Entry 3:
4 unconnected molecules or ions with the total composition C18H42BINO15PS4 in a non-equilibrium geometry, computed with wB97M-V/def2-TZVPD.

CARTESIAN COORDINATES (ANGSTROEM)
C1 -6.069 3.953 -2.231
C2 -5.342 3.699 -0.769
O1 -3.870 3.805 -0.801
C3 -3.273 2.622 -1.507
C4 -1.668 2.516 -1.232
C5 -0.585 2.490 -2.450
C6 0.966 3.036 -2.187
C7 2.087 1.882 -2.640
O2 2.899 1.303 -1.740
O3 2.281 1.462 -4.063
B1 -0.915 3.303 -3.873
N1 -1.876 4.510 -3.750
O4 -0.287 2.930 -5.189
O5 -0.388 1.011 -2.615
C8 -0.600 0.294 -1.314
C9 -1.125 1.361 -0.146
S1 0.179 1.932 1.130
P1 -2.427 0.588 1.058
O6 -2.229 1.475 2.583
I1 -1.923 -1.749 1.608
H1 -5.854 5.072 -2.582
H2 -5.666 3.235 -3.076
H3 -7.248 3.770 -2.202
H4 -5.688 2.641 -0.384
H5 -5.828 4.502 -0.031
H6 -3.897 1.659 -1.172
H7 -3.577 2.778 -2.645
H8 -1.419 3.496 -0.625
H9 1.144 3.455 -1.111
H10 1.178 3.952 -2.926
H11 1.547 0.844 -4.354
H12 -2.088 4.781 -4.735
H13 -1.426 5.290 -3.216
H14 0.379 3.666 -5.418
H15 0.486 -0.128 -1.113
H16 -1.488 -0.467 -1.453
H17 -0.067 3.300 1.465
H18 -1.752 0.859 3.233
O7 0.939 -2.773 4.357
S2 1.894 -3.507 3.554
O8 1.491 -4.299 2.412
O9 2.810 -4.433 4.535
C10 2.164 -5.337 5.419
C11 1.679 -6.576 4.688
C12 3.176 -2.394 3.038
H19 1.341 -4.843 5.948
H20 2.901 -5.632 6.172
H21 0.872 -6.332 3.991
H22 1.300 -7.319 5.396
H23 2.489 -7.022 4.102
H24 3.521 -1.824 3.903
H25 2.756 -1.720 2.288
H26 3.993 -2.972 2.601
O10 6.181 6.301 -0.570
S3 5.630 6.502 -1.894
O11 4.210 6.662 -2.120
O12 6.189 5.333 -2.883
C13 6.000 3.976 -2.511
C14 4.575 3.523 -2.768
C15 6.475 7.863 -2.658
H27 6.283 3.817 -1.464
H28 6.681 3.377 -3.123
H29 3.873 4.036 -2.103
H30 4.474 2.447 -2.599
H31 4.274 3.753 -3.795
H32 7.551 7.728 -2.534
H33 6.153 8.781 -2.162
H34 6.206 7.898 -3.716
O13 -4.896 -6.882 4.019
S4 -4.042 -7.861 3.381
O14 -2.779 -8.271 3.956
O15 -3.794 -7.420 1.832
C16 -3.280 -6.124 1.566
C17 -1.788 -6.053 1.833
C18 -5.002 -9.317 3.047
H35 -3.822 -5.365 2.142
H36 -3.463 -5.917 0.507
H37 -1.574 -6.162 2.901
H38 -1.381 -5.093 1.505
H39 -1.262 -6.860 1.314
H40 -5.938 -9.023 2.571
H41 -5.205 -9.813 3.999
H42 -4.425 -9.980 2.399

HOMO (eV): -8.375
SMILES: CCOC[C@@H]1[C@](CC(=O)O)(B(N)O)OC[C@]1(S)P(O)I.CCOS(C)(=O)=O.CCOS(C)(=O)=O.CCOS(C)(=O)=O
Total energy (hartree): -4150.846477
Largest force on an atom (Eh/bohr): 0.1700
HOMO-LUMO gap (eV): 8.278

Entry 4:
A single C6H13NO molecule in a non-equilibrium geometry, computed with wB97M-V/def2-TZVPD.

CARTESIAN COORDINATES (ANGSTROEM)
C1 1.828 -1.365 2.044
C2 1.145 -0.225 1.305
N1 0.509 -0.537 0.136
C3 -2.571 0.039 -1.928
C4 -1.201 -0.586 -1.574
C5 -0.563 0.252 -0.456
C6 -0.043 1.603 -0.907
O1 1.065 0.858 1.850
H1 2.722 -1.840 1.651
H2 2.060 -0.977 3.032
H3 0.999 -2.070 2.176
H4 0.913 -1.321 -0.338
H5 -3.256 -0.567 -2.514
H6 -2.354 0.932 -2.516
H7 -3.161 0.318 -1.052
H8 -1.288 -1.623 -1.260
H9 -0.628 -0.518 -2.496
H10 -1.338 0.376 0.303
H11 -0.807 2.265 -1.329
H12 0.741 1.608 -1.668
H13 0.339 2.107 -0.022

HOMO (eV): -9.470
SMILES: CC[C@H](C)NC(C)=O
Total energy (hartree): -366.418102
Largest force on an atom (Eh/bohr): 0.0253
Energy above the lowest of the compared OMol25 structures with the same formula, charge and spin (kcal per mole): 9.9
HOMO-LUMO gap (eV): 10.402

Entry 5:
3 unconnected molecules or ions with the total composition C25H33BrN2O6PS in a non-equilibrium geometry, computed with wB97M-V/def2-TZVPD.

CARTESIAN COORDINATES (ANGSTROEM)
C1 -2.994 -1.675 -2.181
C2 -1.677 -1.344 -3.034
C3 -1.741 0.177 -3.484
C4 -0.384 0.988 -3.343
C5 0.927 0.174 -3.678
C6 2.154 0.981 -3.020
C7 3.370 0.040 -2.626
C8 3.063 -0.808 -1.323
C9 3.136 0.046 0.024
C10 2.398 -0.798 1.151
N1 1.782 0.015 2.225
C11 0.582 0.753 2.269
P1 -0.647 0.988 0.891
O1 -0.356 -0.143 -0.288
O2 -2.230 0.975 1.409
S1 -0.312 2.762 0.165
C12 0.341 1.378 3.570
N2 1.494 0.969 4.285
C13 2.317 0.198 3.498
Br1 3.999 -0.531 4.106
H1 -2.820 -2.677 -1.693
H2 -3.091 -0.944 -1.321
H3 -3.896 -1.671 -2.844
H4 -1.678 -1.987 -3.963
H5 -0.812 -1.605 -2.371
H6 -2.486 0.689 -2.796
H7 -2.203 0.233 -4.511
H8 -0.369 1.494 -2.342
H9 -0.436 1.827 -4.106
H10 0.973 -0.854 -3.228
H11 1.074 0.051 -4.789
H12 1.742 1.388 -2.040
H13 2.505 1.827 -3.672
H14 4.275 0.676 -2.394
H15 3.599 -0.632 -3.507
H16 2.034 -1.267 -1.427
H17 3.801 -1.660 -1.286
H18 4.233 0.100 0.295
H19 2.757 1.096 -0.094
H20 1.606 -1.422 0.661
H21 3.170 -1.465 1.624
H22 0.514 0.036 -0.712
H23 -2.492 0.082 1.725
H24 -0.520 1.993 3.912
H25 1.619 1.240 5.262
C14 0.740 5.363 2.214
C15 -0.185 5.543 3.155
C16 -0.198 6.762 3.997
O3 -1.040 6.924 4.856
C17 0.856 7.772 3.750
C18 1.782 7.592 2.809
C19 1.794 6.374 1.968
O4 2.636 6.208 1.108
H26 0.764 4.476 1.590
H27 -0.964 4.815 3.348
H28 0.830 8.657 4.374
H29 2.559 8.320 2.616
C20 -3.094 -6.469 -1.473
C21 -2.614 -7.626 -1.019
C22 -2.641 -7.954 0.425
O5 -2.202 -9.006 0.840
C23 -3.222 -6.948 1.343
C24 -3.702 -5.792 0.888
C25 -3.675 -5.463 -0.555
O6 -4.114 -4.409 -0.971
H30 -3.082 -6.211 -2.525
H31 -2.187 -8.372 -1.676
H32 -3.234 -7.205 2.395
H33 -4.130 -5.045 1.546

HOMO (eV): -11.881
Total energy (hartree): -4846.610779
Largest force on an atom (Eh/bohr): 0.0968
Energy above the lowest of the compared OMol25 structures with the same formula, charge and spin (kcal per mole): 64.3
Charge: +1
HOMO-LUMO gap (eV): 8.168